Record 1
The following is a DFT calculation (the ωB97M-V functional and the def2-TZVPD basis) of C15H23ClN2STc as an isolated structure in a non-equilibrium geometry.

Output
- ⟨S²⟩ = 3.7810
- net charge = +2
- multiplicity = 4
- Kohn-Sham gap (spin up / spin down) (eV) = 6.9 / 6.2
- HOMO (spin up / spin down) (Eh) = -0.545 / -0.575
- energy (eV) = -44447.6373
- energy above the lowest of the compared OMol25 structures with the same formula, charge and spin (kcal per mole) = 8.69
- LUMO (spin up / spin down) (eV) = -7.956 / -9.390

Last column: natural (NBO) charge in e.
Element x y z (Å)
C  -2.8745  1.0971  -2.4935  0.00
C  -3.7653  0.1922  -3.3573  -0.63
C  -3.5652  1.4371  -1.1640  -0.62
C  -2.5392  2.3821  -3.2563  -0.63
Cl  -1.3537  0.2128  -2.2939  -0.10
H  -4.5253  1.9255  -1.3793  0.25
H  -2.9707  2.1261  -0.5591  0.20
H  -3.7646  0.5543  -0.5520  0.20
H  -4.6420  0.7362  -3.7297  0.24
H  -4.0891  -0.6854  -2.7872  0.21
H  -3.1984  -0.1871  -4.2152  0.23
H  -3.4445  2.8340  -3.6749  0.24
H  -1.8409  2.1694  -4.0697  0.23
H  -2.0417  3.0964  -2.5944  0.21
C  0.4014  -2.7488  1.8140  -0.07
C  0.1772  -1.4900  2.5205  -0.41
C  -0.8875  -0.7969  1.7942  -0.34
H  0.5212  -1.2568  3.5275  0.28
C  -1.3211  -1.6625  0.7184  -0.04
C  -0.5100  -2.8192  0.7293  -0.24
H  -0.6304  -3.6816  0.0727  0.27
H  1.0419  -3.5587  2.1781  0.26
H  -1.4387  0.0555  2.1840  0.27
H  -2.2270  -1.5126  0.1299  0.28
C  2.6043  1.4417  0.7554  -0.16
C  2.2868  1.1575  2.1364  -0.25
C  0.8745  1.4158  2.3235  -0.25
H  2.9992  0.9372  2.9235  0.29
C  0.3134  1.7434  1.0348  -0.24
C  1.3929  1.7882  0.0833  -0.18
H  1.3159  2.0678  -0.9688  0.30
H  3.6023  1.4241  0.3167  0.28
H  0.3620  1.3296  3.2718  0.29
H  -0.7387  1.9408  0.7958  0.30
Tc  1.0448  -0.2566  1.0647  0.72
N  5.0201  -1.4378  0.0604  -0.73
C  3.8293  -1.5944  0.6368  0.35
N  3.7556  -1.8066  1.9530  -0.76
S  2.4613  -1.4922  -0.4030  0.02
H  5.8763  -1.6332  0.5526  0.42
H  5.0593  -1.3914  -0.9457  0.44
H  2.8584  -1.9478  2.4060  0.42
H  4.5707  -2.1051  2.4611  0.43

Record 2
The following is a DFT calculation (the ωB97M-V functional and the def2-TZVPD basis) of one molecule with the formula C15H23ClN4O4S.

Output
- net charge = 0
- multiplicity = 1
- Kohn-Sham gap (eV) = 9.1
- HOMO (Eh) = -0.316
- energy (eV) = -53437.0755
- energy above the lowest of the compared OMol25 structures with the same formula, charge and spin (kcal per mole) = 9.60
- LUMO (eV) = 0.481
- SMILES = CO[C@@]1(C(=O)NC[C@H](CO)NC(=O)Cc2cc(Cl)n(C)n2)CCSC1

Last column: natural (NBO) charge in e.
Element x y z (Å)
C  -1.2619  -1.5075  -0.9245  -0.27
O  -1.1457  -1.2259  0.4661  -0.57
C  -0.3214  -2.1261  1.2036  0.17
C  1.1701  -1.8682  0.9022  0.67
O  2.0220  -2.7244  1.0345  -0.62
N  1.4026  -0.5853  0.5416  -0.63
C  2.6646  -0.0864  0.0340  -0.23
C  2.4911  0.4973  -1.3656  -0.07
C  3.7976  1.1127  -1.8505  -0.07
O  4.7729  0.0796  -1.8557  -0.73
N  1.4229  1.4833  -1.2967  -0.64
C  0.9623  2.2284  -2.3328  0.70
O  1.3794  2.1321  -3.4701  -0.62
C  -0.1739  3.1888  -1.9657  -0.53
C  -1.0373  2.7063  -0.8429  0.15
C  -0.8553  2.8748  0.5463  -0.39
C  -1.8662  2.1230  1.1003  0.12
Cl  -2.2684  1.8436  2.7357  0.05
N  -2.5809  1.5810  0.1016  -0.17
C  -3.7249  0.6964  0.2002  -0.42
N  -2.0765  1.9225  -1.0968  -0.27
C  -0.6177  -1.8400  2.6744  -0.42
C  -2.0356  -2.3339  2.9372  -0.51
S  -2.2667  -3.8194  1.8983  0.17
C  -0.6965  -3.5884  1.0108  -0.55
H  -1.6165  -0.5967  -1.4042  0.21
H  -0.2946  -1.7760  -1.3604  0.18
H  -1.9774  -2.3135  -1.1010  0.18
H  0.5604  -0.0467  0.4003  0.41
H  3.0650  0.6869  0.6987  0.19
H  3.3729  -0.9107  0.0137  0.26
H  2.2019  -0.2954  -2.0615  0.21
H  3.6446  1.5346  -2.8431  0.20
H  4.0882  1.9202  -1.1654  0.15
H  5.4682  0.3087  -2.4768  0.48
H  1.0798  1.7417  -0.3862  0.40
H  0.2686  4.1588  -1.7295  0.24
H  -0.7692  3.3092  -2.8685  0.26
H  -0.1297  3.4740  1.0702  0.24
H  -4.4789  1.1319  0.8529  0.22
H  -4.1264  0.5888  -0.8026  0.24
H  -3.4161  -0.2751  0.5847  0.23
H  0.1035  -2.3916  3.2800  0.23
H  -0.5136  -0.7757  2.8911  0.23
H  -2.1915  -2.5879  3.9833  0.23
H  -2.7668  -1.5812  2.6458  0.21
H  -0.8237  -3.8622  -0.0344  0.23
H  0.0948  -4.2061  1.4274  0.25

Record 3
The following is a DFT calculation (the ωB97M-V functional and the def2-TZVPD basis) of a 2-piece molecular cluster, C15H23FN4O5S overall in a non-equilibrium geometry.

Output
- net charge = 0
- multiplicity = 1
- Kohn-Sham gap (eV) = 8.7
- HOMO (Eh) = -0.309
- energy (eV) = -45678.4186
- LUMO (eV) = 0.311
- SMILES = CCN1CNS(=O)(=O)c2cc(F)ccc21.CNC(=O)[C@H](CO)NC(C)=O

Last column: natural (NBO) charge in e.
Element x y z (Å)
O  4.6986  -0.2376  -4.0165  -0.62
O  1.4215  -0.5055  0.0150  -0.66
O  0.4936  1.1116  4.1561  -0.96
O  -1.5294  0.8283  5.4792  -0.91
F  -4.0315  3.2723  1.3384  -0.32
O  -0.6758  -0.5419  -2.1960  -0.72
C  3.5541  0.1377  -3.8268  0.67
C  1.5440  0.4657  -0.7246  0.68
C  -3.3319  1.1573  0.4840  -0.23
C  -2.5932  -0.0235  0.6357  -0.29
C  -2.5402  1.9239  2.6202  -0.22
C  -3.3096  2.1368  1.4774  0.36
C  -1.8021  -0.2495  1.7788  0.28
C  -1.7951  0.7421  2.7607  -0.40
N  1.6325  1.6888  -0.1934  -0.59
N  -1.0479  -1.4292  1.9610  -0.45
N  2.9582  -0.1014  -2.6610  -0.61
N  -0.5406  -1.1735  4.2342  -0.83
C  2.8143  0.8812  -4.9210  -0.71
C  1.8311  2.9526  -0.9033  -0.42
C  0.0408  -1.4807  2.9467  -0.07
C  -2.3014  -3.4015  1.1519  -0.62
C  -1.0574  -2.5379  0.9775  -0.20
C  0.6163  -0.8319  -2.6857  -0.06
C  1.5966  0.2675  -2.2504  -0.16
S  -0.8250  0.4678  4.2440  2.24
H  -0.6386  -0.6013  -1.2335  0.47
H  -3.9350  1.3163  -0.4045  0.24
H  -2.6659  -0.7615  -0.1528  0.23
H  -2.5298  2.6792  3.4033  0.26
H  1.5834  1.7222  0.8157  0.42
H  3.5223  -0.6045  -1.9916  0.42
H  0.1200  -1.3265  4.9792  0.41
H  2.5340  1.8709  -4.5685  0.22
H  1.9303  0.3198  -5.2138  0.22
H  3.4746  0.9808  -5.7814  0.25
H  2.6328  2.8563  -1.6383  0.21
H  0.9088  3.2519  -1.4050  0.20
H  2.1092  3.7324  -0.1917  0.23
H  0.8471  -0.7892  2.6674  0.21
H  0.4770  -2.4855  2.9823  0.21
H  -2.2792  -4.2384  0.4477  0.21
H  -3.2094  -2.8193  0.9724  0.21
H  -2.3420  -3.8008  2.1701  0.22
H  -0.1751  -3.1735  1.1079  0.21
H  -1.0018  -2.1562  -0.0443  0.18
H  0.5816  -0.8892  -3.7742  0.19
H  0.9458  -1.7958  -2.2937  0.18
H  1.2894  1.1923  -2.7345  0.21

Record 4
The following is a DFT calculation (the ωB97M-V functional and the def2-TZVPD basis) of C15H23GaIN2 as an isolated structure.

Output
- net charge = +1
- multiplicity = 1
- Kohn-Sham gap (eV) = 3.4
- HOMO (Eh) = -0.331
- energy (eV) = -79374.2161
- LUMO (eV) = -5.656

Last column: natural (NBO) charge in e.
Element x y z (Å)
C  -2.6453  0.9211  -2.9543  -0.63
C  -3.2200  2.2391  -3.5018  -0.28
I  -5.0939  2.6487  -2.5338  0.05
C  -2.1988  3.3724  -3.4527  -0.87
Ga  -1.7952  4.3223  -1.6780  0.57
H  -2.9593  0.7287  -1.9289  0.21
H  -1.5518  0.9562  -3.0047  0.17
H  -2.9687  0.0830  -3.5723  0.22
H  -3.5016  2.0530  -4.5364  0.20
H  -1.2818  2.9351  -3.8705  0.18
H  -2.5264  4.1584  -4.1359  0.23
H  -0.8920  5.6056  -2.0267  -0.29
H  -0.8505  3.2999  -0.7288  -0.43
H  -3.0828  4.8314  -0.9127  -0.27
C  0.6045  -4.3938  5.2766  -0.41
N  0.8389  -3.4901  4.1265  -0.25
C  1.2806  -4.0132  2.9691  0.10
C  1.4792  -3.2197  1.8663  -0.20
C  1.2130  -1.8539  1.9454  0.06
C  0.7743  -1.3348  3.1598  -0.21
C  0.5966  -2.1750  4.2349  0.12
C  1.3612  -0.9628  0.7678  0.00
C  0.2780  -0.2226  0.3317  -0.20
C  0.4381  0.6377  -0.7359  0.13
N  1.6183  0.7733  -1.3418  -0.24
C  2.6825  0.0489  -0.9502  0.10
C  2.5825  -0.8306  0.0984  -0.22
C  1.7471  1.7633  -2.4430  -0.42
H  1.5263  -4.9234  5.5012  0.24
H  -0.1826  -5.0956  5.0134  0.25
H  0.2999  -3.8037  6.1340  0.24
H  1.4571  -5.0794  2.9563  0.25
H  1.8191  -3.6753  0.9468  0.26
H  0.5704  -0.2795  3.2788  0.27
H  0.2541  -1.8173  5.1949  0.25
H  -0.6943  -0.2921  0.7996  0.26
H  -0.3676  1.2633  -1.1186  0.32
H  3.6047  0.2094  -1.4902  0.25
H  3.4594  -1.3844  0.4030  0.25
H  2.0988  1.2490  -3.3338  0.23
H  2.4537  2.5293  -2.1337  0.25
H  0.7746  2.2180  -2.6199  0.28

Repeat the second record exactly.
The following is a DFT calculation (the ωB97M-V functional and the def2-TZVPD basis) of one molecule with the formula C15H23ClN4O4S.

Output
- net charge = 0
- multiplicity = 1
- Kohn-Sham gap (eV) = 9.1
- HOMO (Eh) = -0.316
- energy (eV) = -53437.0755
- energy above the lowest of the compared OMol25 structures with the same formula, charge and spin (kcal per mole) = 9.60
- LUMO (eV) = 0.481
- SMILES = CO[C@@]1(C(=O)NC[C@H](CO)NC(=O)Cc2cc(Cl)n(C)n2)CCSC1

Last column: natural (NBO) charge in e.
Element x y z (Å)
C  -1.2619  -1.5075  -0.9245  -0.27
O  -1.1457  -1.2259  0.4661  -0.57
C  -0.3214  -2.1261  1.2036  0.17
C  1.1701  -1.8682  0.9022  0.67
O  2.0220  -2.7244  1.0345  -0.62
N  1.4026  -0.5853  0.5416  -0.63
C  2.6646  -0.0864  0.0340  -0.23
C  2.4911  0.4973  -1.3656  -0.07
C  3.7976  1.1127  -1.8505  -0.07
O  4.7729  0.0796  -1.8557  -0.73
N  1.4229  1.4833  -1.2967  -0.64
C  0.9623  2.2284  -2.3328  0.70
O  1.3794  2.1321  -3.4701  -0.62
C  -0.1739  3.1888  -1.9657  -0.53
C  -1.0373  2.7063  -0.8429  0.15
C  -0.8553  2.8748  0.5463  -0.39
C  -1.8662  2.1230  1.1003  0.12
Cl  -2.2684  1.8436  2.7357  0.05
N  -2.5809  1.5810  0.1016  -0.17
C  -3.7249  0.6964  0.2002  -0.42
N  -2.0765  1.9225  -1.0968  -0.27
C  -0.6177  -1.8400  2.6744  -0.42
C  -2.0356  -2.3339  2.9372  -0.51
S  -2.2667  -3.8194  1.8983  0.17
C  -0.6965  -3.5884  1.0108  -0.55
H  -1.6165  -0.5967  -1.4042  0.21
H  -0.2946  -1.7760  -1.3604  0.18
H  -1.9774  -2.3135  -1.1010  0.18
H  0.5604  -0.0467  0.4003  0.41
H  3.0650  0.6869  0.6987  0.19
H  3.3729  -0.9107  0.0137  0.26
H  2.2019  -0.2954  -2.0615  0.21
H  3.6446  1.5346  -2.8431  0.20
H  4.0882  1.9202  -1.1654  0.15
H  5.4682  0.3087  -2.4768  0.48
H  1.0798  1.7417  -0.3862  0.40
H  0.2686  4.1588  -1.7295  0.24
H  -0.7692  3.3092  -2.8685  0.26
H  -0.1297  3.4740  1.0702  0.24
H  -4.4789  1.1319  0.8529  0.22
H  -4.1264  0.5888  -0.8026  0.24
H  -3.4161  -0.2751  0.5847  0.23
H  0.1035  -2.3916  3.2800  0.23
H  -0.5136  -0.7757  2.8911  0.23
H  -2.1915  -2.5879  3.9833  0.23
H  -2.7668  -1.5812  2.6458  0.21
H  -0.8237  -3.8622  -0.0344  0.23
H  0.0948  -4.2061  1.4274  0.25

Q: Number 4 is which compound?
A: C15H23GaIN2

Q: The highest energy belongs to which entry?
A: C15H23ClN2STc